Entry 1:
This record from the OMol25 dataset describes a cluster of 13 separate species, C40H113N7O13 in total in a non-equilibrium geometry. The level of theory is ωB97M-V/def2-TZVPD.

Properties
Spin multiplicity ... 1
E_tot ... -2952.83364 Eh
E_HOMO ... -8.221 eV
Relative energy (zero: lowest compared OMol25 entry of this formula, charge and spin) ... 5.853 eV
Gap between HOMO and LUMO ... 0.314 Eh

Cartesian coordinates (Å):
C -4.089 5.094 -0.043
C -3.866 6.330 0.839
O -5.007 7.003 0.882
H -4.305 5.470 -1.043
H -4.909 4.465 0.306
H -3.223 4.443 -0.159
H -3.039 6.934 0.465
H -3.660 5.956 1.842
H -4.827 7.932 0.718
C 4.954 0.305 0.670
C 6.298 0.907 1.101
O 7.398 0.022 0.800
H 4.121 0.977 0.877
H 4.623 -0.531 1.286
H 4.893 0.183 -0.411
H 6.363 1.207 2.147
H 6.495 1.764 0.458
H 7.460 -0.576 1.549
C -0.804 5.848 -2.367
C 0.170 5.447 -1.308
O -0.558 4.871 -0.222
H -1.372 5.068 -2.873
H -0.265 6.429 -3.115
H -1.461 6.528 -1.824
H 0.677 6.296 -0.849
H 0.855 4.656 -1.614
H -0.862 4.046 -0.607
C -4.955 2.719 2.926
C -3.581 2.184 2.278
O -2.747 1.666 3.282
H -5.696 2.945 2.160
H -4.867 3.638 3.505
H -5.368 1.915 3.535
H -3.084 3.035 1.812
H -3.748 1.511 1.437
H -2.908 0.722 3.351
C -4.288 2.184 -3.071
C -5.588 3.008 -3.464
O -5.226 3.427 -4.777
H -4.207 2.111 -1.987
H -3.378 2.659 -3.438
H -4.360 1.209 -3.553
H -5.553 3.931 -2.885
H -6.548 2.508 -3.336
H -5.395 4.370 -4.716
C -1.461 -5.653 -0.758
C -1.177 -4.130 -0.982
O -2.329 -3.492 -1.422
H -1.862 -6.262 -1.568
H -2.098 -5.876 0.099
H -0.539 -6.210 -0.588
H -0.533 -3.999 -1.852
H -0.649 -3.602 -0.188
H -2.230 -3.623 -2.368
C 4.645 -1.053 -8.694
C 3.741 -2.036 -7.926
C 2.627 -1.387 -7.042
O 3.346 -0.761 -5.969
C 2.705 0.502 -5.480
N 3.190 -3.043 -8.734
H 4.850 -0.157 -8.108
H 4.168 -0.593 -9.559
H 5.525 -1.599 -9.036
H 4.400 -2.464 -7.170
H 2.050 -2.151 -6.521
H 1.971 -0.768 -7.655
H 1.637 0.296 -5.406
H 2.969 1.325 -6.144
H 3.077 0.577 -4.458
H 2.709 -3.761 -8.211
H 2.516 -2.600 -9.341
C -1.184 -0.053 0.174
C -0.329 1.083 -0.572
C 0.038 0.689 -2.019
O 0.829 -0.541 -2.236
C 2.178 -0.366 -1.764
N -1.280 2.220 -0.491
H -2.141 -0.267 -0.302
H -1.459 0.272 1.177
H -0.662 -1.000 0.034
H 0.547 1.373 0.009
H 0.506 1.552 -2.493
H -0.909 0.572 -2.546
H 2.751 -1.139 -2.277
H 2.323 -0.630 -0.716
H 2.535 0.647 -1.947
H -2.236 1.921 -0.624
H -1.465 2.430 0.479
C 2.663 -2.855 0.825
C 2.466 -2.291 2.279
C 1.155 -2.752 2.843
O 1.141 -4.175 3.200
C 1.263 -4.426 4.570
N 3.587 -2.655 3.161
H 1.878 -2.535 0.140
H 2.593 -3.943 0.861
H 3.647 -2.554 0.467
H 2.338 -1.209 2.291
H 0.375 -2.625 2.093
H 0.705 -2.095 3.587
H 2.208 -4.077 4.985
H 1.226 -5.513 4.646
H 0.456 -3.903 5.085
H 3.455 -3.651 3.266
H 3.417 -2.187 4.040
C -4.395 -0.887 5.501
C -3.064 -1.350 4.860
C -2.737 -2.771 5.243
O -2.348 -2.780 6.665
C -2.483 -4.003 7.346
N -3.072 -1.241 3.439
H -4.235 -0.590 6.537
H -5.127 -1.670 5.697
H -4.941 -0.064 5.039
H -2.286 -0.716 5.283
H -1.899 -3.210 4.701
H -3.620 -3.380 5.051
H -1.880 -4.755 6.836
H -3.520 -4.332 7.279
H -2.165 -4.002 8.388
H -3.811 -1.849 3.116
H -2.291 -1.779 3.094
C 6.268 -1.371 -3.760
C 7.663 -1.862 -3.298
C 8.721 -1.964 -4.406
O 9.713 -2.981 -4.278
C 9.333 -4.300 -4.394
N 8.131 -0.954 -2.302
H 6.234 -0.360 -4.166
H 5.624 -1.504 -2.890
H 5.896 -1.997 -4.571
H 7.632 -2.808 -2.757
H 9.364 -1.105 -4.597
H 8.174 -2.031 -5.347
H 8.452 -4.491 -5.007
H 9.263 -4.830 -3.444
H 10.171 -4.772 -4.907
H 9.065 -1.062 -1.933
H 7.452 -0.790 -1.573
C 1.220 3.798 2.308
C 0.734 4.355 3.657
C 0.298 3.242 4.654
O -0.569 3.607 5.758
C -1.785 4.291 5.408
N 1.752 5.184 4.237
H 1.486 4.667 1.706
H 0.410 3.223 1.861
H 2.147 3.226 2.259
H -0.087 5.052 3.490
H 1.169 2.703 5.029
H -0.288 2.504 4.107
H -2.157 4.604 6.383
H -2.548 3.747 4.850
H -1.677 5.261 4.923
H 1.367 5.446 5.134
H 1.662 6.023 3.683
C -4.909 -0.996 -0.123
C -6.148 -1.761 0.399
C -5.977 -2.252 1.892
O -4.714 -2.892 2.033
C -4.508 -4.183 1.344
N -7.229 -0.874 0.293
H -4.835 0.021 0.262
H -4.856 -0.868 -1.204
H -4.032 -1.597 0.118
H -6.281 -2.614 -0.266
H -6.792 -2.936 2.128
H -5.962 -1.407 2.581
H -5.146 -5.030 1.597
H -3.458 -4.444 1.478
H -4.656 -4.084 0.268
H -8.133 -1.323 0.311
H -7.212 -0.746 -0.708



Entry 2:
This record from the OMol25 dataset describes a cluster of 20 separate species, C40H120O20 in total in a non-equilibrium geometry. The level of theory is ωB97M-V/def2-TZVPD.

Properties
Spin multiplicity ... 1
E_tot ... -3100.61618 Eh
E_HOMO ... -9.373 eV
Relative energy (zero: lowest compared OMol25 entry of this formula, charge and spin) ... 0.719 eV
Gap between HOMO and LUMO ... 0.352 Eh

Cartesian coordinates (Å):
C 13.001 -10.800 -2.929
C 12.545 -10.658 -4.407
O 11.690 -11.767 -4.758
H 13.334 -11.808 -2.684
H 12.181 -10.558 -2.252
H 13.823 -10.158 -2.612
H 13.376 -10.615 -5.110
H 12.018 -9.721 -4.587
H 11.317 -11.657 -5.635
C 13.511 -13.476 -9.363
C 14.239 -13.042 -8.090
O 15.574 -13.519 -7.968
H 13.505 -14.560 -9.475
H 13.913 -13.056 -10.285
H 12.480 -13.125 -9.319
H 13.724 -13.416 -7.206
H 14.353 -11.960 -8.028
H 16.196 -13.096 -8.565
C 11.853 -5.290 -2.105
C 10.871 -5.754 -3.217
O 9.718 -4.980 -3.331
H 12.160 -4.265 -2.315
H 12.796 -5.837 -2.099
H 11.392 -5.299 -1.118
H 10.521 -6.782 -3.117
H 11.336 -5.682 -4.200
H 10.034 -4.247 -3.865
C 9.864 -9.874 -11.117
C 11.266 -9.701 -10.586
O 11.300 -9.542 -9.212
H 9.366 -8.905 -11.090
H 9.246 -10.507 -10.480
H 9.851 -10.273 -12.131
H 11.725 -8.800 -10.994
H 11.847 -10.592 -10.825
H 11.099 -8.635 -8.968
C 18.503 -7.037 -10.667
C 19.635 -7.652 -11.504
O 20.149 -6.917 -12.579
H 18.261 -7.802 -9.929
H 17.602 -6.828 -11.244
H 18.811 -6.232 -10.000
H 19.262 -8.610 -11.865
H 20.467 -7.922 -10.855
H 19.806 -7.215 -13.425
C 9.945 -13.686 -7.305
C 9.827 -12.338 -7.991
O 10.749 -11.498 -7.391
H 9.135 -14.312 -7.678
H 9.777 -13.616 -6.230
H 10.919 -14.108 -7.552
H 8.807 -11.964 -7.898
H 10.073 -12.389 -9.052
H 11.062 -10.846 -8.021
C 17.472 -13.451 -11.162
C 17.026 -12.049 -10.663
O 17.362 -12.031 -9.322
H 17.176 -13.565 -12.205
H 16.968 -14.180 -10.529
H 18.554 -13.585 -11.125
H 15.938 -11.993 -10.680
H 17.568 -11.260 -11.184
H 18.313 -12.010 -9.197
C 18.874 -3.964 0.849
C 17.529 -3.503 0.387
O 17.366 -4.092 -0.878
H 19.688 -3.616 0.213
H 18.950 -5.045 0.963
H 19.037 -3.537 1.839
H 17.475 -2.423 0.249
H 16.716 -3.823 1.039
H 17.498 -5.037 -0.774
C 19.523 -9.623 -7.668
C 20.544 -10.668 -8.166
O 19.929 -11.589 -9.085
H 19.990 -8.728 -7.256
H 18.892 -10.115 -6.928
H 18.817 -9.428 -8.476
H 21.040 -11.200 -7.355
H 21.374 -10.135 -8.628
H 20.583 -12.285 -9.177
C 15.656 -4.367 -7.139
C 15.449 -4.314 -5.589
O 15.428 -2.953 -5.108
H 15.588 -5.329 -7.646
H 16.639 -3.991 -7.421
H 14.964 -3.693 -7.645
H 16.292 -4.737 -5.043
H 14.529 -4.846 -5.347
H 15.424 -2.931 -4.148
C 11.845 -3.402 -10.693
C 12.321 -3.945 -9.398
O 13.146 -5.125 -9.640
H 11.240 -2.517 -10.498
H 11.252 -4.067 -11.321
H 12.724 -3.116 -11.271
H 11.526 -4.197 -8.696
H 12.889 -3.175 -8.876
H 13.961 -4.862 -10.073
C 14.222 -2.261 -0.400
C 14.992 -1.552 -1.545
O 15.511 -2.612 -2.383
H 13.375 -2.778 -0.850
H 13.929 -1.576 0.396
H 14.894 -2.982 0.066
H 15.802 -0.946 -1.141
H 14.290 -0.910 -2.077
H 16.024 -3.184 -1.806
C 14.477 -7.456 -4.432
C 14.490 -7.690 -5.905
O 15.813 -7.921 -6.268
H 15.235 -6.769 -4.055
H 14.581 -8.416 -3.927
H 13.497 -7.097 -4.117
H 13.991 -6.843 -6.376
H 13.820 -8.518 -6.136
H 15.874 -8.194 -7.187
C 10.618 -8.002 -6.516
C 11.071 -6.634 -7.198
O 11.138 -6.898 -8.608
H 10.489 -8.011 -5.434
H 11.369 -8.786 -6.616
H 9.729 -8.448 -6.961
H 12.013 -6.209 -6.851
H 10.373 -5.851 -6.901
H 11.710 -6.215 -8.965
C 11.837 -8.696 0.349
C 12.563 -9.933 0.894
O 13.744 -9.426 1.501
H 11.642 -7.918 1.087
H 10.870 -9.021 -0.034
H 12.475 -8.195 -0.380
H 12.851 -10.637 0.114
H 11.958 -10.397 1.673
H 14.260 -10.213 1.688
C 15.168 -6.643 0.098
C 16.111 -7.517 -0.733
O 17.275 -6.760 -0.920
H 15.074 -5.640 -0.319
H 15.478 -6.614 1.142
H 14.161 -7.057 0.061
H 15.649 -7.652 -1.711
H 16.224 -8.474 -0.224
H 17.717 -7.216 -1.640
C 11.812 -1.435 -4.408
C 12.111 -2.756 -5.149
O 10.875 -3.350 -5.546
H 11.562 -0.629 -5.099
H 12.683 -1.085 -3.853
H 10.983 -1.512 -3.705
H 12.576 -3.461 -4.459
H 12.776 -2.661 -6.007
H 10.501 -2.944 -6.331
C 18.481 -6.192 -4.026
C 19.409 -7.178 -3.288
O 18.670 -8.177 -2.732
H 19.068 -5.380 -4.455
H 17.824 -5.688 -3.317
H 17.968 -6.669 -4.861
H 19.984 -6.644 -2.531
H 20.132 -7.591 -3.992
H 18.178 -8.597 -3.441
C 14.646 -7.994 -9.839
C 15.134 -9.438 -9.910
O 15.870 -9.780 -8.755
H 14.338 -7.598 -10.807
H 15.399 -7.311 -9.446
H 13.820 -7.875 -9.139
H 15.838 -9.578 -10.730
H 14.311 -10.145 -10.020
H 16.433 -10.540 -8.916
C 16.813 -11.660 -3.566
C 16.678 -10.711 -4.814
O 17.260 -9.508 -4.517
H 16.610 -12.690 -3.858
H 16.121 -11.391 -2.769
H 17.822 -11.561 -3.166
H 15.653 -10.540 -5.143
H 17.194 -11.181 -5.651
H 16.853 -8.860 -5.097



- Among the records above, which one has the lowest E_HOMO?
  C40H120O20



- Which of these has the highest E_HOMO?
  C40H113N7O13